Density functional theory data (the ωB97M-V functional and the def2-TZVPD basis) for a 2-piece molecular cluster, C5H9OP overall at a distorted geometry.

M = 116.1 g/mol
E_HOMO (spin up / spin down) = -8.578 / -8.715 eV
Energy = -16660.965 eV
Energy relative to the best compared isomer or geometry (same formula, charge and spin) = 136.6 kcal per mole
Gap between HOMO and LUMO (spin up / spin down) = 0.2781 / 0.3102 Ha

Structure (ORCA input):
```
! wB97M-V def2-TZVPD RIJCOSX def2/J DEFGRID3
* xyz 0 1
C 2.9148 0.3391 0.1315
C 1.7142 -0.0906 0.1006
C -1.8255 1.1455 -0.3405
C -0.7147 0.2299 -0.0813
C 0.5346 0.6752 0.7348
O -0.8599 0.7472 -1.3210
P -2.0386 -2.4906 0.2608
H 3.8053 -0.1357 -0.3512
H 3.0701 1.3267 0.4975
H 1.3602 -0.9704 -0.2786
H -2.8024 0.6454 -0.4044
H -1.8136 2.2599 -0.2152
H 0.2916 0.2605 1.7030
H 0.6701 1.7695 0.8255
H -1.7277 -3.6833 -0.3726
H -2.5784 -2.0285 -0.8888
*
```

---

Density functional theory data (the ωB97M-V functional and the def2-TZVPD basis) for an isolated molecule of C5H9OPS at a distorted geometry.

M = 148.2 g/mol
E_HOMO (spin up / spin down) = -7.956 / -7.833 eV
Energy = -27499.716 eV
Energy relative to the best compared isomer or geometry (same formula, charge and spin) = 63.3 kcal per mole
Gap between HOMO and LUMO (spin up / spin down) = 0.2618 / 0.2662 Ha

Structure (ORCA input):
```
! wB97M-V def2-TZVPD RIJCOSX def2/J DEFGRID3
* xyz 0 1
C 0.7096 1.7512 -0.9658
C -0.2956 0.9477 -1.2729
C 1.4830 1.7706 0.3594
C 1.0357 0.7883 1.3831
C -2.5887 -2.1334 -0.4783
O -1.5419 -1.2790 -0.7209
P -1.1689 0.1072 0.0941
S -2.7634 1.0073 0.7347
H 1.1431 2.3919 -1.7211
H -0.7218 0.7427 -2.2391
H 2.4323 1.3726 -0.1179
H 1.7469 2.7978 0.7149
H 1.2922 -0.1902 1.1992
H 0.6727 1.1078 2.3736
H -3.0039 -2.4574 -1.3669
H -3.2871 -1.7195 0.1852
H -2.1712 -2.9967 0.2601
*
```

---

Density functional theory data (the ωB97M-V functional and the def2-TZVPD basis) for a 20-piece molecular cluster, C60H120O20 overall at a distorted geometry.

M = 1161.6 g/mol
E_HOMO = -9.274 eV
Energy = -105113.956 eV
Energy relative to the best compared isomer or geometry (same formula, charge and spin) = 33.3 kcal per mole
Gap between HOMO and LUMO = 0.3477 Ha

Structure (ORCA input):
```
! wB97M-V def2-TZVPD RIJCOSX def2/J DEFGRID3
* xyz 0 1
C -21.4796 0.1309 10.0556
C -21.6872 -0.0528 11.5874
O -21.9539 -1.1270 12.0535
C -21.2639 1.1112 12.5014
H -21.7679 -0.7998 9.5669
H -20.4048 0.3065 10.0106
H -22.0153 0.9893 9.6502
H -21.4269 0.7497 13.5167
H -21.9659 1.9285 12.3361
H -20.1903 1.2781 12.4140
C -22.3534 -2.5721 15.5323
C -23.0546 -1.3083 15.0311
O -22.5273 -0.2271 15.3536
C -24.2964 -1.3919 14.1948
H -22.5204 -3.4506 14.9090
H -22.7949 -2.6931 16.5215
H -21.2779 -2.4805 15.6846
H -25.1246 -1.5223 14.8913
H -24.2735 -2.2661 13.5441
H -24.4273 -0.5325 13.5373
C -25.5965 2.0804 15.6399
C -27.0828 2.5392 15.5576
O -27.8118 2.4236 16.5403
C -27.6103 3.1581 14.2746
H -25.4692 0.9978 15.6354
H -25.1542 2.4216 16.5758
H -25.0434 2.4935 14.7964
H -26.9802 3.9805 13.9357
H -28.6425 3.4744 14.4247
H -27.6524 2.4137 13.4795
C -25.7726 -5.8495 10.6121
C -27.0330 -5.2463 11.2152
O -28.1375 -5.3963 10.6806
C -26.9094 -4.5437 12.5606
H -25.9134 -6.5736 9.8097
H -25.2535 -6.2827 11.4670
H -25.2526 -5.0060 10.1578
H -27.8256 -4.0279 12.8478
H -26.1389 -3.7821 12.4405
H -26.4841 -5.1934 13.3255
C -23.0632 6.6395 13.7853
C -23.6333 5.3112 14.2674
O -24.5858 5.3446 15.0456
C -23.0610 4.0327 13.7682
H -23.8962 7.3121 13.5807
H -22.3789 6.5087 12.9470
H -22.5909 7.1393 14.6310
H -22.7070 3.4500 14.6186
H -22.1838 4.1942 13.1417
H -23.8200 3.5053 13.1903
C -18.7155 4.5453 11.1091
C -19.1931 5.0778 12.4538
O -19.7128 6.1992 12.4824
C -19.1333 4.1166 13.6180
H -19.5324 3.8968 10.7926
H -17.8702 3.8571 11.1136
H -18.4469 5.3066 10.3768
H -18.3832 3.3620 13.3814
H -20.1000 3.6184 13.6917
H -18.9159 4.6379 14.5503
C -24.3068 0.2262 18.2928
C -24.8737 -1.1447 18.5921
O -25.5537 -1.7502 17.7511
C -24.6463 -1.7441 20.0209
H -25.0865 0.9243 18.5975
H -24.0334 0.4802 17.2687
H -23.4208 0.4024 18.9027
H -25.2140 -1.2413 20.8038
H -23.5780 -1.6547 20.2181
H -24.9260 -2.7975 20.0033
C -20.3260 2.4711 16.5647
C -21.0250 3.6526 17.2457
O -20.4603 4.7876 17.4224
C -22.4844 3.4573 17.7056
H -20.9689 2.0335 15.8009
H -20.0752 1.6610 17.2493
H -19.3748 2.7995 16.1460
H -22.4872 2.5526 18.3135
H -23.1350 3.3263 16.8409
H -22.7995 4.3179 18.2958
C -24.7666 2.6524 9.8316
C -25.1088 1.3225 10.4367
O -25.1848 0.2834 9.7713
C -25.3348 1.2971 11.9223
H -24.0053 2.4651 9.0743
H -24.2743 3.3425 10.5169
H -25.6140 3.1470 9.3569
H -25.6855 0.2938 12.1640
H -25.9232 2.1239 12.3204
H -24.3654 1.2685 12.4199
C -23.0099 -3.5290 8.7009
C -22.5780 -2.5296 7.6063
O -21.4304 -2.3772 7.3071
C -23.6563 -1.7662 6.9069
H -23.6508 -4.2264 8.1616
H -23.6100 -3.0968 9.5016
H -22.1459 -4.0554 9.1064
H -23.2482 -1.3124 6.0038
H -23.9859 -0.9589 7.5609
H -24.4956 -2.3573 6.5404
C -21.5009 1.8440 4.9887
C -22.0215 2.0105 6.3825
O -21.3501 2.2815 7.3563
C -23.5127 1.8359 6.6392
H -21.8854 0.9112 4.5763
H -20.4179 1.9079 4.8832
H -21.9569 2.5894 4.3371
H -23.7398 1.1099 7.4198
H -23.9666 1.5503 5.6902
H -23.8623 2.8534 6.8144
C -21.1970 5.1369 8.8242
C -21.9169 5.9276 9.8275
O -22.6563 5.4081 10.6669
C -21.7578 7.4199 9.9207
H -21.9072 5.2875 8.0112
H -21.2290 4.1077 9.1816
H -20.1529 5.3923 8.6435
H -22.3290 7.8511 10.7428
H -22.0463 7.8362 8.9556
H -20.7031 7.6878 9.9850
C -27.4276 -2.1652 6.1746
C -27.6040 -2.3745 7.7030
O -28.7100 -2.2210 8.2492
C -26.4207 -2.6799 8.5756
H -27.0214 -3.0657 5.7138
H -26.7239 -1.3672 5.9380
H -28.3572 -1.8695 5.6882
H -25.7259 -1.8435 8.6508
H -25.9244 -3.5993 8.2650
H -26.7179 -2.8145 9.6157
C -29.8804 5.7224 7.0791
C -30.8910 6.7307 6.6549
O -31.4480 7.5072 7.4097
C -31.0698 6.8269 5.1338
H -29.5762 5.8682 8.1156
H -29.0374 5.9108 6.4142
H -30.2487 4.7199 6.8616
H -30.1615 7.2859 4.7433
H -31.9304 7.4560 4.9064
H -31.1204 5.8598 4.6336
C -26.5817 7.9984 6.4363
C -26.8136 8.1982 4.9922
O -27.5437 7.4319 4.3045
C -25.9572 9.2400 4.3054
H -27.1294 8.6999 7.0656
H -25.5232 8.0016 6.6962
H -26.9015 6.9753 6.6342
H -26.2285 9.1844 3.2512
H -24.8802 9.1488 4.4462
H -26.2352 10.2214 4.6899
C -28.0933 -1.1631 15.9413
C -28.6751 -0.6989 14.6333
O -28.0538 -0.6808 13.6090
C -30.1356 -0.2892 14.6110
H -27.2003 -1.7744 15.8109
H -28.7749 -1.7208 16.5835
H -27.7138 -0.2696 16.4370
H -30.8281 -1.1164 14.7669
H -30.2771 -0.0317 13.5613
H -30.3424 0.5285 15.3016
C -30.0986 2.0251 11.4144
C -28.7590 1.7670 10.7063
O -27.9312 2.6679 10.5542
C -28.4327 0.3692 10.2716
H -30.0700 2.4602 12.4133
H -30.6345 1.0775 11.4681
H -30.5900 2.7527 10.7685
H -27.6292 0.3870 9.5352
H -29.2909 -0.1611 9.8588
H -28.1247 -0.1371 11.1864
C -27.8871 2.2233 6.5702
C -27.0858 3.2705 5.8699
O -26.0803 3.7897 6.3344
C -27.6220 3.7095 4.5483
H -27.1816 1.4821 6.9456
H -28.4678 1.7296 5.7910
H -28.5426 2.6401 7.3349
H -27.8270 2.9076 3.8390
H -26.9041 4.3780 4.0731
H -28.5284 4.3114 4.6132
C -22.1663 8.1100 4.2816
C -22.4414 7.0613 5.3158
O -22.5551 7.4125 6.5061
C -22.5215 5.6011 4.9115
H -22.3893 9.0761 4.7342
H -22.7680 7.8667 3.4058
H -21.1378 8.2340 3.9426
H -23.5756 5.3337 4.8379
H -21.8782 5.1047 5.6379
H -22.0946 5.4315 3.9230
C -26.0699 5.5263 11.9007
C -26.6204 6.5399 10.9169
O -26.7355 7.7432 11.1944
C -26.9846 6.0171 9.5492
H -26.7555 4.6818 11.9710
H -25.9883 5.9978 12.8801
H -25.0865 5.1126 11.6772
H -27.9685 5.5553 9.6316
H -26.3532 5.2488 9.1030
H -27.1014 6.8556 8.8627
*
```